26
Properties=species:S:1:pos:R:3 method="wB97M-V/def2-TZVPD" relative_energy_kj_mol=104.2 homo_ev="-8.462 / -12.730" total_charge=+1 spin_multiplicity=3 e_lumo_ev="-3.3 / -5.5" orbital_gap_ev="5.16 / 7.21"
C -1.528 -0.345 -0.051
C -0.323 -0.836 0.263
C -1.503 1.066 -0.308
C 0.615 0.329 0.268
C -0.205 1.668 0.258
C -2.437 1.784 -0.917
C 1.968 0.270 0.139
C -2.708 -1.263 -0.282
C -0.038 -2.200 0.696
N 2.822 -0.799 -0.034
N 2.855 1.622 0.175
H 0.158 2.533 -0.367
H -0.391 2.115 1.321
H -2.327 2.791 -0.930
H -3.257 1.429 -1.557
H -3.298 -1.587 0.698
H -2.492 -2.180 -0.710
H -3.534 -0.790 -1.013
H -1.049 -2.554 1.059
H 0.790 -2.174 1.504
H 0.287 -2.784 -0.138
H 2.686 -1.676 -0.673
H 3.550 -1.017 0.642
H 3.641 1.674 -0.537
H 3.349 1.532 1.072
H 2.105 2.351 0.004


69
Properties=species:S:1:pos:R:3 method="wB97M-V/def2-TZVPD" homo_ev=-4.577 total_charge=-1 spin_multiplicity=1 e_lumo_ev=1.8 orbital_gap_ev=6.41
C 3.657 2.786 0.255
C 3.047 1.546 0.878
C 3.952 0.350 0.978
N 1.868 1.475 1.343
C 0.785 2.165 0.647
C 0.483 3.517 1.347
O -0.382 1.395 0.779
C -0.757 0.392 -0.169
Br 0.860 -0.261 -1.079
C -1.722 1.115 -1.149
C -1.109 2.006 -2.217
C -0.987 3.352 -1.861
C -0.456 4.314 -2.702
C -0.022 3.942 -3.964
C -0.172 2.619 -4.355
C -0.711 1.647 -3.516
C -0.879 0.262 -4.085
C -1.424 -0.706 0.800
C -0.256 -1.372 1.592
O 0.131 -2.616 1.008
C 1.457 -2.915 1.095
C 2.156 -2.854 2.298
C 3.508 -3.154 2.318
C 4.187 -3.515 1.165
C 3.476 -3.607 -0.030
C 2.125 -3.310 -0.059
O -2.053 0.027 1.853
C -3.245 0.679 1.549
Br -4.467 0.594 3.050
C -2.335 -1.876 0.374
I -3.246 -2.790 2.089
C -2.584 -2.428 -0.815
C -1.939 -1.998 -2.103
I -3.880 -4.050 -1.117
H 3.267 3.657 0.784
H 3.396 2.923 -0.798
H 4.735 2.792 0.402
H 4.894 0.633 1.464
H 4.203 0.002 -0.025
H 3.496 -0.419 1.595
H 1.083 2.420 -0.369
H 1.221 3.723 2.120
H 0.480 4.339 0.630
H -0.494 3.478 1.830
H -2.222 1.823 -0.492
H -2.521 0.468 -1.505
H -1.322 3.665 -0.879
H -0.359 5.347 -2.392
H 0.395 4.652 -4.667
H 0.139 2.329 -5.352
H -1.937 0.000 -4.106
H -0.566 0.281 -5.131
H -0.280 -0.495 -3.591
H 0.578 -0.685 1.743
H -0.673 -1.586 2.577
H 1.642 -2.571 3.208
H 4.046 -3.099 3.258
H 5.248 -3.728 1.168
H 3.987 -3.900 -0.939
H 1.547 -3.374 -0.973
H -3.736 0.315 0.647
H -3.060 1.749 1.435
H -0.864 -1.873 -2.029
H -2.066 -2.804 -2.830
H -2.442 -1.162 -2.581
N -5.226 -3.909 4.905
O -4.015 -4.182 4.711
O -5.838 -3.222 4.059
O -5.800 -4.318 5.926


16
Properties=species:S:1:pos:R:3 method="wB97M-V/def2-TZVPD" relative_energy_kj_mol=364.7 smiles="C[C@H]1CN(C)C1=O" homo_ev=-8.682 total_charge=0 spin_multiplicity=1 e_lumo_ev=0.9 orbital_gap_ev=9.55
C 1.555 -0.623 0.564
C 1.132 0.822 -0.498
C 0.023 0.149 -1.312
N -0.621 -0.007 -0.015
C -1.916 -0.428 0.339
C 0.093 1.076 0.525
O -0.062 1.758 1.506
H 0.847 -1.103 1.306
H 2.377 -0.270 1.156
H 1.762 -1.415 -0.151
H 1.809 1.596 -0.932
H -0.640 0.767 -1.933
H 0.347 -0.731 -1.880
H -1.931 -0.575 1.424
H -2.621 0.355 0.058
H -2.154 -1.370 -0.160


18
Properties=species:S:1:pos:R:3 method="wB97M-V/def2-TZVPD" relative_energy_kj_mol=267.5 homo_ev=-8.693 total_charge=0 spin_multiplicity=1 e_lumo_ev=0.7 orbital_gap_ev=9.39
H -1.745 -3.090 -0.934
N -1.641 -2.005 -1.103
C -0.531 -1.437 -0.984
P 1.123 -2.098 -0.737
C -0.388 0.247 -1.170
C -1.201 0.870 -0.056
C -0.756 1.512 1.045
C 0.735 1.517 1.292
C 1.444 1.031 0.049
N 1.016 0.502 -0.987
H 0.578 -3.283 -0.196
H 1.349 -1.574 0.740
H -0.766 0.410 -2.138
H -2.226 0.738 -0.268
H -1.546 1.907 1.704
H 1.262 2.593 1.490
H 0.804 0.929 2.153
H 2.489 1.230 0.099


Repeat the fourth record exactly.
18
Properties=species:S:1:pos:R:3 method="wB97M-V/def2-TZVPD" relative_energy_kj_mol=267.5 homo_ev=-8.693 total_charge=0 spin_multiplicity=1 e_lumo_ev=0.7 orbital_gap_ev=9.39
H -1.745 -3.090 -0.934
N -1.641 -2.005 -1.103
C -0.531 -1.437 -0.984
P 1.123 -2.098 -0.737
C -0.388 0.247 -1.170
C -1.201 0.870 -0.056
C -0.756 1.512 1.045
C 0.735 1.517 1.292
C 1.444 1.031 0.049
N 1.016 0.502 -0.987
H 0.578 -3.283 -0.196
H 1.349 -1.574 0.740
H -0.766 0.410 -2.138
H -2.226 0.738 -0.268
H -1.546 1.907 1.704
H 1.262 2.593 1.490
H 0.804 0.929 2.153
H 2.489 1.230 0.099